The following is a DFT calculation (wB97M-V/def2-TZVPD) of 2 unconnected molecules or ions with the total composition C4H12NO3 in a non-equilibrium geometry.

The geometry in ORCA input format:
```
! wB97M-V def2-TZVPD RIJCOSX def2/J DEFGRID3
* xyz 0 2
C 0.57 -2.32 1.37
C -0.07 -2.10 -0.14
C 0.10 -0.65 -0.82
C -0.61 0.30 0.20
O -1.20 1.27 -0.79
O 0.18 0.73 1.16
N 1.98 -2.07 1.19
H 0.19 -1.71 2.22
H 0.19 -3.48 1.66
H -1.21 -2.26 0.18
H 0.57 -2.81 -0.81
H -0.59 -0.73 -1.69
H 1.07 -0.24 -1.10
H -1.02 2.15 -0.36
H 2.79 -2.69 1.46
H 2.22 -1.09 1.12
H -1.61 -0.19 0.48
H -0.74 5.37 -1.86
H -1.27 6.71 -1.77
O -1.54 5.80 -1.68
*
```

Its expectation value of S² is 0.756. For the calculated total energy, the calculation gives -439.9188 a.u. The gap between HOMO and LUMO (alpha / beta) comes out at 0.3424 / 0.2324 hartree.



The following is a DFT calculation (wB97M-V/def2-TZVPD) of 2 unconnected molecules or ions with the total composition Br2HNS.

The geometry in ORCA input format:
```
! wB97M-V def2-TZVPD RIJCOSX def2/J DEFGRID3
* xyz 0 1
N -1.27 -0.61 0.70
S -0.57 -1.18 1.91
Br 1.30 -0.30 2.82
Br 1.85 0.66 -2.27
H -1.68 0.21 0.33
*
```

For the calculated total energy, the calculation gives -5601.4663 a.u. The gap between HOMO and LUMO (alpha / beta) comes out at 0.3303 / 0.1824 hartree.



The following is a DFT calculation (wB97M-V/def2-TZVPD) of C17H19F6N3O3 in the gas phase.

The geometry in ORCA input format:
```
! wB97M-V def2-TZVPD RIJCOSX def2/J DEFGRID3
* xyz 0 1
C -2.63 -2.07 4.17
C -1.14 -2.28 4.05
O -0.55 -3.18 4.63
N -0.47 -1.41 3.25
C -1.07 -0.27 2.60
C -0.16 0.24 1.48
N 1.13 0.63 2.00
C 1.99 1.50 1.43
O 3.06 1.77 1.93
C 1.55 2.12 0.10
N 1.36 1.07 -0.88
C 0.64 1.19 -2.03
C -0.26 2.23 -2.28
C -1.01 2.23 -3.45
C -1.95 3.39 -3.66
F -2.82 3.19 -4.66
F -1.30 4.53 -3.95
F -2.69 3.65 -2.56
C -0.89 1.24 -4.40
C 0.01 0.20 -4.16
C 0.75 0.17 -3.00
O 1.70 -0.82 -2.75
C 1.30 -2.15 -2.87
C 0.49 -2.59 -1.65
F 1.16 -2.40 -0.51
F -0.66 -1.92 -1.53
F 0.19 -3.89 -1.72
C 1.56 -0.09 3.19
C 0.98 -1.49 3.18
H -2.86 -1.07 4.51
H -3.11 -2.23 3.21
H -3.02 -2.79 4.88
H -2.03 -0.54 2.16
H -1.24 0.54 3.32
H -0.65 1.10 1.00
H -0.05 -0.54 0.73
H 2.33 2.82 -0.20
H 0.62 2.67 0.24
H 2.10 0.39 -0.92
H -0.38 3.03 -1.58
H -1.48 1.26 -5.30
H 0.13 -0.57 -4.91
H 2.22 -2.75 -2.91
H 0.70 -2.35 -3.77
H 1.24 0.45 4.09
H 2.65 -0.11 3.19
H 1.28 -2.01 2.26
H 1.32 -2.07 4.04
*
```

For the calculated total energy, the calculation gives -1648.4590 a.u. The gap between HOMO and LUMO comes out at 0.3279 hartree.



The following is a DFT calculation (wB97M-V/def2-TZVPD) of a molecular structure, C37H30BrF7N5O5S2Sb2Ti.

The geometry in ORCA input format:
```
! wB97M-V def2-TZVPD RIJCOSX def2/J DEFGRID3
* xyz -1 1
Ti -1.83 1.84 -0.30
C -0.69 -1.70 -1.95
C -0.68 -2.54 -0.66
C -0.31 -1.75 0.59
Sb 1.75 -1.16 0.81
C 1.46 -0.08 2.64
C 2.02 1.19 2.76
C 1.88 1.93 3.92
C 1.15 1.42 4.98
C 0.57 0.16 4.88
C 0.73 -0.59 3.72
C 2.40 -2.99 1.77
C 1.59 -4.11 1.94
C 2.09 -5.28 2.49
C 3.42 -5.35 2.88
C 4.24 -4.25 2.71
C 3.73 -3.08 2.16
Sb 0.83 -1.97 -3.48
C 2.26 -0.56 -2.74
C 1.80 0.68 -2.30
C 2.68 1.63 -1.80
C 4.04 1.35 -1.76
C 4.51 0.13 -2.23
C 3.63 -0.81 -2.73
C 1.71 -3.77 -2.68
C 1.26 -4.98 -3.20
C 1.70 -6.19 -2.68
C 2.60 -6.21 -1.62
C 3.06 -5.01 -1.09
C 2.62 -3.80 -1.63
H -0.68 -0.63 -1.72
H -1.62 -1.88 -2.50
H -0.05 -3.43 -0.77
H -1.70 -2.92 -0.51
H -0.84 -0.80 0.62
H -0.58 -2.30 1.50
H 2.57 1.61 1.92
H 2.31 2.92 3.99
H 1.02 2.00 5.89
H 0.00 -0.25 5.70
H 0.29 -1.58 3.65
H 0.55 -4.08 1.63
H 1.44 -6.14 2.61
H 3.81 -6.27 3.31
H 5.28 -4.29 3.01
H 4.39 -2.23 2.02
H 0.74 0.92 -2.31
H 2.30 2.57 -1.44
H 4.73 2.08 -1.36
H 5.58 -0.09 -2.20
H 4.01 -1.76 -3.09
H 0.56 -4.99 -4.03
H 1.34 -7.13 -3.10
H 2.93 -7.15 -1.20
H 3.74 -5.01 -0.25
H 2.99 -2.88 -1.20
F -3.16 5.39 1.55
C -1.97 5.96 1.34
F -2.08 6.78 0.29
F -1.63 6.67 2.41
S -0.69 4.68 0.98
O -1.34 3.95 -0.11
O 0.47 5.44 0.64
N -0.51 3.87 2.28
S -1.20 2.44 2.60
O -0.32 1.41 0.14
O -2.41 2.22 1.71
C -2.10 2.99 4.14
F -2.73 1.93 4.65
F -1.24 3.45 5.05
F -3.00 3.94 3.89
O -1.58 1.77 -2.32
N -2.61 1.50 -3.06
C -2.35 1.31 -4.31
C -1.02 1.40 -4.86
N 0.03 1.47 -5.32
C -3.45 1.02 -5.18
N -4.32 0.79 -5.90
F -2.86 0.34 -0.24
Br -8.01 4.58 -2.42
C -6.35 3.92 -1.80
C -6.26 2.63 -1.32
C -5.02 2.19 -0.88
N -3.93 2.96 -0.89
C -4.04 4.20 -1.37
C -5.23 4.73 -1.84
H -7.12 1.97 -1.29
H -4.88 1.18 -0.50
H -3.13 4.79 -1.38
H -5.27 5.74 -2.22
*
```

For the calculated total energy, the calculation gives -7477.4964 a.u. The gap between HOMO and LUMO comes out at 0.2920 hartree.